(1)
{
  "formula": "C16H13BrCl2F5N3ORhSTe",
  "method": "wB97M-V/def2-TZVPD",
  "lumo_ev": [-3.220, -6.810],
  "total_charge": 1,
  "multiplicity": 5,
  "orbital_gap_ev": [8.5, 4.9],
  "elements": ["Rh", "Cl", "C", "C", "C", "C", "C", "Cl", "C", "S", "H", "H", "H", "N", "C", "C", "C", "C", "C", "N", "H", "H", "H", "H", "H", "H", "F", "Te", "F", "F", "F", "F", "O", "Br", "C", "C", "C", "C", "N", "C", "H", "H", "H", "H"],
  "coordinates": [[0.6975, 0.7971, -0.2717], [-3.3478, -0.2573, -2.9551], [-4.1819, -0.1946, -1.4950], [-4.8614, -1.2934, -0.9823], [-5.7501, -1.1284, 0.0790], [-5.9612, 0.1144, 0.7102], [-5.1514, 1.1683, 0.3322], [-5.1602, 2.7392, 1.0749], [-4.2208, 1.0263, -0.7536], [-3.1453, 2.2793, -1.0188], [-4.8590, -2.2688, -1.4450], [-6.3289, -1.9930, 0.4142], [-6.6837, 0.2753, 1.4997], [1.1085, -1.8803, 1.3677], [1.1588, -2.2389, 0.0624], [1.2796, -3.6121, -0.2898], [1.4785, -3.8923, -1.6090], [1.4979, -2.8501, -2.5662], [1.2583, -1.5947, -2.1479], [1.1232, -1.2920, -0.8417], [0.9659, -2.6451, 1.9923], [0.8104, -0.9497, 1.6409], [1.2988, -4.3648, 0.5322], [1.6082, -4.9337, -1.9044], [1.6880, -3.0407, -3.6027], [1.2261, -0.7632, -2.8108], [0.5978, 3.0520, 2.7988], [-0.9674, 2.4386, 1.9672], [0.1353, 0.7053, 2.0999], [-1.7532, 2.3699, 3.7747], [-1.3908, 4.3204, 1.7497], [-1.1219, 0.5997, -1.0389], [0.2567, 2.5941, 0.1965], [6.3542, -0.0241, -1.2859], [4.9755, 0.8379, -0.3633], [5.3115, 1.9366, 0.4325], [4.3008, 2.5564, 1.1247], [3.0265, 2.1098, 0.9975], [2.6988, 1.0953, 0.1855], [3.6709, 0.4277, -0.4650], [6.3460, 2.2371, 0.5593], [4.4465, 3.4105, 1.7819], [2.1932, 2.5409, 1.5395], [3.3716, -0.4145, -1.0659]],
  "forces_ev_per_a": [[-0.1, 0.6, -0.2], [0.3, -0.1, -0.3], [-0.3, -0.4, 0.9], [-0.6, 0.3, -0.1], [-0.2, 0.2, 0.4], [0.7, 0.5, -0.2], [0.0, -0.1, -0.3], [-0.2, -0.6, 0.0], [-0.3, -0.2, 0.3], [0.2, 0.0, -0.2], [0.4, 0.1, -0.3], [0.2, 0.3, -0.1], [0.0, -0.2, 0.0], [0.0, -0.2, -0.4], [-0.1, -0.8, 1.3], [0.3, 0.1, 0.6], [0.0, -0.5, 0.0], [0.0, -1.0, 0.0], [0.2, 0.1, 0.5], [-0.5, 2.1, -0.3], [-0.1, 0.0, 0.6], [0.0, -0.2, 0.2], [-0.1, 0.6, -1.0], [0.0, 0.3, -0.1], [0.0, -0.2, -0.3], [-0.1, 0.5, -0.5], [-0.5, 0.0, 0.0], [-0.2, 1.1, 0.4], [0.0, -0.3, -0.1], [0.7, 0.0, -1.0], [0.2, -0.8, 0.1], [-0.2, -0.2, 0.2], [0.1, -1.1, 0.2], [0.0, -0.3, -0.2], [0.7, 0.5, 0.3], [0.1, -0.5, 0.0], [0.6, 0.8, 0.6], [-1.5, -0.5, -0.2], [0.1, -0.3, 0.1], [-0.4, 0.4, 0.1], [-0.1, 0.0, -0.2], [0.3, -0.2, -0.1], [0.3, 0.1, -0.1], [0.1, 0.0, -0.1]],
  "lowdin_charge": [1.168, 0.819, -0.681, -0.065, -0.005, -0.047, -0.635, 0.755, -0.673, 1.068, 0.123, 0.133, 0.126, 0.165, -0.383, 0.003, -0.041, -0.058, -0.143, -0.036, 0.104, 0.046, 0.135, 0.121, 0.108, 0.111, -0.416, 1.888, -0.571, -0.524, -0.509, -0.613, -0.637, 0.817, -0.670, -0.072, -0.024, -0.103, -0.071, -0.142, 0.119, 0.134, 0.083, 0.095]
}

(2)
{
  "formula": "C5H11N",
  "method": "wB97M-V/def2-TZVPD",
  "de_lowest_kj_mol": 229.5,
  "lumo_ev": 1.066,
  "orbital_gap_ev": 7.7,
  "elements": ["C", "C", "C", "N", "C", "C", "H", "H", "H", "H", "H", "H", "H", "H", "H", "H", "H"],
  "coordinates": [[-0.9541, -0.4664, 2.2722], [-0.7819, 0.0878, 0.8579], [0.4761, -0.4252, 0.1554], [0.6333, 0.1767, -1.1911], [1.2285, 1.3694, -1.2528], [0.1091, -0.4868, -2.2210], [-1.0595, -1.5576, 2.2710], [-1.8546, -0.0490, 2.7367], [-0.1047, -0.2124, 2.9172], [-1.6555, -0.1792, 0.2520], [-0.7389, 1.1818, 0.8875], [0.4513, -1.5113, 0.0276], [1.3724, -0.1792, 0.7338], [1.1464, 1.9181, -2.1822], [1.8828, 1.6882, -0.4538], [-0.6135, -1.2713, -2.0442], [0.2849, -0.0867, -3.2118]],
  "forces_ev_per_a": [[0.0, 0.0, 0.0], [-0.1, 0.1, -0.1], [0.0, -0.1, 0.1], [0.0, 0.0, -0.1], [0.0, 0.0, 0.0], [-0.1, 0.1, 0.0], [0.0, 0.2, 0.0], [0.2, -0.1, -0.1], [-0.1, 0.0, -0.1], [0.1, 0.0, 0.1], [0.0, -0.1, 0.0], [0.0, 0.2, 0.0], [-0.1, 0.0, -0.1], [0.2, -0.1, 0.1], [-0.2, -0.1, 0.0], [0.2, 0.1, 0.1], [-0.1, 0.0, 0.2]],
  "lowdin_charge": [-0.114, -0.243, -0.171, -0.310, -0.036, -0.032, 0.073, 0.072, 0.073, 0.109, 0.109, 0.123, 0.124, 0.057, 0.052, 0.055, 0.058]
}

(3)
{
  "formula": "C6H10O",
  "method": "wB97M-V/def2-TZVPD",
  "de_lowest_kj_mol": 611.8,
  "lumo_ev": 0.280,
  "orbital_gap_ev": 8.5,
  "elements": ["C", "C", "C", "C", "C", "O", "C", "H", "H", "H", "H", "H", "H", "H", "H", "H", "H"],
  "coordinates": [[-1.9523, 1.1688, 1.0033], [-0.9146, 0.1290, 0.8360], [1.5600, 0.5866, -0.4185], [1.1485, -0.7487, -0.9866], [2.0360, -0.8312, 0.1680], [-0.0290, -1.4837, -0.7043], [-1.1353, -0.7266, -0.3366], [-2.7226, 1.2722, 0.2281], [-1.4397, 2.1323, 1.1179], [-2.4303, 1.0337, 1.9835], [0.7888, 1.1461, 0.0637], [2.1919, 1.4818, -0.6867], [1.4064, -0.9076, -2.0071], [3.0854, -0.8408, -0.0030], [1.8125, -1.6783, 0.9085], [-1.5647, -0.2643, -1.2429], [-1.8412, -1.4695, 0.0769]],
  "forces_ev_per_a": [[-0.2, 0.1, 0.0], [-0.6, -0.1, 0.3], [-1.4, -0.1, 2.4], [0.6, -0.3, -1.2], [1.4, 0.2, 0.0], [0.2, 0.4, -0.4], [0.1, 0.4, 0.1], [0.0, 0.0, 0.0], [0.0, -0.1, 0.0], [0.1, -0.1, -0.1], [-0.9, -0.2, 0.9], [0.3, -2.1, -0.7], [0.6, -0.5, -0.6], [0.9, -0.3, -0.5], [-0.5, 2.4, -0.4], [-0.3, 0.2, 0.2], [-0.4, 0.3, 0.0]],
  "lowdin_charge": [-0.155, 0.011, -0.060, -0.369, -0.069, -0.114, -0.291, 0.068, 0.086, 0.087, 0.035, 0.125, 0.131, 0.071, 0.147, 0.139, 0.159]
}

What did the second record say?
{
  "formula": "C5H11N",
  "method": "wB97M-V/def2-TZVPD",
  "de_lowest_kj_mol": 229.5,
  "lumo_ev": 1.066,
  "orbital_gap_ev": 7.7,
  "elements": ["C", "C", "C", "N", "C", "C", "H", "H", "H", "H", "H", "H", "H", "H", "H", "H", "H"],
  "coordinates": [[-0.9541, -0.4664, 2.2722], [-0.7819, 0.0878, 0.8579], [0.4761, -0.4252, 0.1554], [0.6333, 0.1767, -1.1911], [1.2285, 1.3694, -1.2528], [0.1091, -0.4868, -2.2210], [-1.0595, -1.5576, 2.2710], [-1.8546, -0.0490, 2.7367], [-0.1047, -0.2124, 2.9172], [-1.6555, -0.1792, 0.2520], [-0.7389, 1.1818, 0.8875], [0.4513, -1.5113, 0.0276], [1.3724, -0.1792, 0.7338], [1.1464, 1.9181, -2.1822], [1.8828, 1.6882, -0.4538], [-0.6135, -1.2713, -2.0442], [0.2849, -0.0867, -3.2118]],
  "forces_ev_per_a": [[0.0, 0.0, 0.0], [-0.1, 0.1, -0.1], [0.0, -0.1, 0.1], [0.0, 0.0, -0.1], [0.0, 0.0, 0.0], [-0.1, 0.1, 0.0], [0.0, 0.2, 0.0], [0.2, -0.1, -0.1], [-0.1, 0.0, -0.1], [0.1, 0.0, 0.1], [0.0, -0.1, 0.0], [0.0, 0.2, 0.0], [-0.1, 0.0, -0.1], [0.2, -0.1, 0.1], [-0.2, -0.1, 0.0], [0.2, 0.1, 0.1], [-0.1, 0.0, 0.2]],
  "lowdin_charge": [-0.114, -0.243, -0.171, -0.310, -0.036, -0.032, 0.073, 0.072, 0.073, 0.109, 0.109, 0.123, 0.124, 0.057, 0.052, 0.055, 0.058]
}